Record 1
{"formula": "C36H35Br2MnN4O7S8", "method": "ωB97M-V with the def2-TZVPD basis set", "total_charge": -1, "energy_ha": -11623.0806, "e_homo_ev": [-3.18, -3.18], "s_squared": 0.850, "multiplicity": 2, "e_lumo_ev": [1.16, 1.16], "species": ["Mn", "O", "S", "C", "C", "C", "C", "S", "O", "C", "C", "C", "C", "C", "C", "C", "C", "C", "C", "C", "C", "H", "H", "H", "H", "H", "H", "H", "H", "H", "H", "H", "H", "H", "H", "H", "H", "H", "H", "S", "C", "S", "C", "C", "S", "S", "S", "Br", "C", "C", "C", "Br", "C", "C", "C", "C", "N", "C", "C", "O", "H", "H", "H", "H", "C", "C", "S", "O", "O", "C", "C", "N", "C", "N", "C", "C", "N", "O", "O", "C", "H", "H", "H", "H", "H", "H", "H", "H", "H", "H", "H", "H", "H"], "xyz": [[0.6655, -0.2806, 0.6345], [0.7638, 1.8890, 0.7955], [0.5199, 3.2610, 0.2531], [0.3221, 3.1303, -1.5482], [1.6000, 2.8118, -2.3058], [1.3735, 2.2029, -3.6897], [0.6908, 0.8406, -3.7234], [1.3945, -0.5310, -2.7172], [1.2276, 0.0620, -1.3369], [3.0955, -0.3065, -3.1957], [3.9678, 0.3999, -2.3845], [5.2723, 0.6023, -2.8156], [5.6910, 0.0954, -4.0366], [4.8119, -0.6323, -4.8292], [3.5089, -0.8445, -4.4051], [2.1301, 4.0369, 0.2971], [2.2577, 5.3907, 0.0223], [3.5236, 5.9560, 0.0192], [4.6352, 5.1689, 0.2987], [4.4855, 3.8206, 0.5919], [3.2237, 3.2397, 0.5974], [-0.1324, 4.0753, -1.8599], [-0.4306, 2.3431, -1.6402], [2.1835, 2.1241, -1.7058], [2.1876, 3.7254, -2.4174], [2.3458, 2.1185, -4.1798], [0.7787, 2.8908, -4.3034], [0.6573, 0.4627, -4.7491], [-0.3412, 0.8842, -3.3614], [3.6425, 0.7345, -1.4087], [5.9755, 1.1181, -2.1743], [6.7190, 0.2288, -4.3470], [5.1500, -1.0620, -5.7635], [2.8262, -1.4490, -4.9915], [1.3832, 5.9965, -0.1887], [3.6432, 7.0098, -0.1974], [5.6224, 5.6131, 0.2939], [5.3494, 3.2066, 0.8136], [3.0898, 2.1836, 0.8271], [8.0546, -1.3775, -1.0299], [6.4368, -1.5393, -0.6549], [5.6438, -0.6276, 0.5628], [4.0005, -1.2130, 0.3407], [3.8425, -2.1352, -0.6418], [2.4260, -2.8954, -1.2797], [5.3393, -2.5679, -1.4677], [2.8718, -0.4881, 1.4709], [-1.3824, -4.9542, 1.0544], [-1.2701, -3.5520, 2.3280], [-1.8578, -3.7273, 3.5856], [-1.7720, -2.7532, 4.5404], [-2.6080, -3.0370, 6.2243], [-1.0967, -1.5380, 4.2776], [-0.9269, -0.4716, 5.1878], [-0.2381, 0.6416, 4.7967], [0.2646, 0.7284, 3.4876], [0.1029, -0.2363, 2.6103], [-0.5398, -1.3705, 2.9952], [-0.5876, -2.3869, 1.9722], [-0.0423, -2.1545, 0.8443], [-2.3958, -4.6418, 3.7919], [-1.3348, -0.5535, 6.1860], [-0.0770, 1.4651, 5.4790], [0.8072, 1.5991, 3.1456], [-7.6701, -3.1613, 1.3600], [-6.8082, -2.0141, 1.8598], [-5.0847, -2.4334, 2.0240], [-4.4046, -1.2659, 2.5239], [-5.0052, -3.6838, 2.7314], [-4.5105, -2.7564, 0.3638], [-4.4869, -1.5729, -0.6028], [-3.4371, -0.6055, -0.3029], [-2.1245, -0.8500, -0.5477], [-1.3545, 0.0558, 0.0449], [-2.1838, 0.9154, 0.6918], [-3.4715, 0.5344, 0.4801], [-4.6390, 1.1969, 0.9392], [-4.4873, 2.0810, 1.7560], [-5.7339, 0.7863, 0.5648], [-1.6583, -1.9730, -1.3992], [-8.7232, -2.8923, 1.4401], [-7.4942, -4.0586, 1.9514], [-7.4701, -3.3923, 0.3128], [-7.0694, -1.7218, 2.8793], [-6.8640, -1.1192, 1.2419], [-5.1545, -3.5441, -0.0302], [-3.5202, -3.1942, 0.5149], [-5.4380, -1.0533, -0.6312], [-4.2855, -1.9608, -1.6008], [-1.8225, 1.7436, 1.2762], [-2.1422, -1.9397, -2.3792], [-1.8479, -2.9377, -0.9287], [-0.5800, -1.9136, -1.5092]], "atomic_forces_ev_per_a": [[0.221, 0.028, 0.032], [-0.151, 0.009, 0.056], [0.115, 0.068, -0.003], [0.000, -0.001, -0.035], [-0.050, 0.011, -0.028], [-0.021, 0.028, -0.006], [0.020, -0.051, 0.019], [-0.097, -0.027, 0.110], [-0.007, 0.068, -0.195], [0.016, 0.018, 0.016], [-0.010, 0.014, -0.031], [0.012, 0.001, 0.015], [0.001, -0.009, -0.004], [0.004, -0.005, 0.012], [-0.024, 0.005, 0.002], [0.009, -0.040, 0.013], [-0.010, 0.005, 0.001], [0.001, -0.003, 0.002], [-0.003, 0.002, 0.002], [0.007, 0.002, 0.001], [-0.003, 0.005, -0.010], [-0.013, -0.008, 0.001], [0.024, -0.027, 0.018], [0.070, -0.028, 0.012], [0.006, -0.002, 0.000], [0.009, -0.016, 0.001], [0.003, 0.001, 0.001], [0.016, -0.004, 0.003], [0.000, 0.005, -0.010], [-0.025, 0.029, 0.012], [-0.003, -0.002, 0.003], [-0.001, 0.000, -0.003], [0.001, 0.000, -0.001], [0.003, 0.002, -0.009], [-0.001, -0.001, 0.001], [0.000, 0.000, 0.001], [0.001, -0.001, 0.000], [-0.003, -0.002, 0.000], [-0.002, -0.004, 0.000], [0.016, -0.026, 0.020], [-0.036, 0.067, -0.055], [-0.016, -0.037, -0.017], [0.096, 0.086, 0.075], [-0.049, -0.073, -0.102], [0.023, 0.029, 0.015], [0.028, -0.010, 0.044], [-0.089, -0.045, 0.001], [-0.003, -0.010, 0.002], [-0.025, 0.007, -0.001], [0.006, 0.018, 0.017], [-0.014, -0.014, 0.015], [0.006, 0.002, -0.012], [0.000, -0.004, -0.002], [0.012, 0.011, -0.008], [-0.014, -0.011, -0.001], [0.012, 0.018, -0.012], [-0.013, -0.040, 0.049], [-0.022, 0.012, 0.008], [0.015, 0.006, -0.046], [-0.019, -0.064, 0.022], [0.003, 0.002, 0.002], [-0.003, -0.002, -0.001], [-0.001, 0.001, 0.000], [0.004, -0.001, -0.001], [0.000, -0.001, -0.005], [0.013, 0.001, 0.004], [0.009, 0.030, -0.016], [0.014, -0.015, -0.009], [0.002, -0.009, 0.000], [-0.061, -0.004, -0.001], [-0.002, -0.012, 0.032], [-0.043, 0.026, -0.060], [0.040, 0.067, 0.017], [-0.110, -0.089, -0.010], [0.023, 0.078, -0.051], [0.025, 0.080, -0.123], [-0.082, -0.647, 0.791], [0.019, 0.246, -0.284], [0.037, 0.228, -0.299], [0.050, 0.019, 0.008], [-0.001, 0.000, -0.003], [-0.004, 0.001, 0.001], [0.003, -0.001, 0.002], [0.005, -0.010, 0.002], [-0.002, 0.015, -0.002], [0.026, -0.019, -0.001], [0.009, 0.017, 0.014], [0.007, 0.012, 0.001], [-0.006, -0.008, 0.000], [-0.004, -0.001, 0.009], [-0.006, 0.006, -0.001], [-0.044, -0.006, -0.030], [0.052, 0.000, 0.004]], "mulliken_spin": [1.003, -0.001, 0.001, -0.002, 0.003, 0.000, -0.001, -0.001, 0.031, 0.002, -0.002, 0.000, 0.000, 0.000, -0.001, 0.002, 0.000, 0.000, 0.000, 0.000, 0.001, 0.000, 0.001, -0.001, 0.000, 0.000, 0.000, 0.001, 0.000, 0.002, 0.000, 0.000, 0.000, 0.000, 0.000, 0.000, 0.000, 0.000, -0.002, 0.000, 0.000, 0.001, 0.006, -0.001, 0.003, 0.000, -0.013, 0.000, 0.000, 0.001, 0.001, 0.000, 0.001, -0.003, 0.001, -0.004, -0.012, 0.005, 0.002, 0.000, 0.000, 0.000, 0.000, -0.002, 0.000, 0.000, 0.000, 0.000, 0.000, 0.000, 0.000, -0.002, -0.003, -0.016, 0.003, -0.001, 0.000, 0.000, 0.000, 0.003, 0.000, 0.000, 0.000, 0.000, 0.000, 0.000, 0.000, 0.000, 0.000, -0.001, 0.000, 0.000, -0.003]}

Record 2
{"formula": "C36H35CdN7O3P2S3", "method": "ωB97M-V with the def2-TZVPD basis set", "total_charge": -2, "energy_ha": -4046.8952, "e_homo_ev": -2.10, "e_lumo_ev": 3.96, "species": ["Cd", "S", "P", "C", "P", "S", "C", "C", "C", "C", "C", "C", "C", "C", "C", "C", "C", "C", "C", "C", "C", "C", "C", "C", "C", "C", "C", "C", "C", "C", "H", "H", "H", "H", "H", "H", "H", "H", "H", "H", "H", "H", "H", "H", "H", "H", "H", "H", "H", "H", "N", "C", "C", "C", "N", "C", "N", "C", "N", "C", "N", "C", "N", "C", "N", "C", "C", "H", "H", "H", "H", "H", "H", "H", "H", "H", "H", "H", "H", "C", "S", "O", "O", "O", "H", "H", "H"], "xyz": [[-7.5698, -17.8872, -0.9024], [-5.6833, -20.0303, -0.7698], [-6.7527, -20.3405, 0.9818], [-8.0928, -19.2643, 0.9449], [-9.6832, -18.8522, 1.3038], [-10.1708, -17.6966, -0.2788], [-10.0730, -18.0648, 2.8357], [-11.3643, -18.1763, 3.3217], [-11.7256, -17.6835, 4.5606], [-10.7682, -17.1941, 5.4087], [-9.4721, -17.0358, 4.9623], [-9.1351, -17.4039, 3.6625], [-10.7209, -20.3317, 1.2002], [-11.0741, -21.0344, 2.3410], [-11.8619, -22.1842, 2.2841], [-12.1211, -22.7874, 1.0914], [-11.7227, -22.1224, -0.0554], [-11.0329, -20.9437, -0.0338], [-6.7189, -22.0940, 1.2261], [-7.8916, -22.7870, 1.4506], [-7.8682, -24.0834, 1.8827], [-6.7071, -24.8199, 1.7143], [-5.5268, -24.1537, 1.3195], [-5.5194, -22.7744, 1.1388], [-5.6395, -19.8209, 2.3855], [-5.0164, -18.6080, 2.1127], [-4.1729, -18.0408, 3.0560], [-3.8337, -18.7465, 4.1823], [-4.4596, -19.9866, 4.4638], [-5.3796, -20.5590, 3.5442], [-12.2058, -18.5186, 2.6909], [-12.7946, -17.6843, 4.8414], [-10.9699, -16.9061, 6.4283], [-8.6900, -16.5389, 5.4748], [-8.2133, -17.0453, 3.2579], [-10.6839, -20.6430, 3.2808], [-12.2363, -22.5203, 3.2679], [-12.3905, -23.8126, 1.0859], [-11.9371, -22.5151, -1.0729], [-10.5899, -20.5357, -0.9337], [-8.8592, -22.2220, 1.4020], [-8.7951, -24.5813, 2.1860], [-6.7408, -25.9118, 1.9895], [-4.5769, -24.6473, 1.2376], [-4.5757, -22.2148, 0.8447], [-5.0727, -18.1479, 1.1532], [-3.7903, -17.0234, 2.8692], [-2.9585, -18.4040, 4.8267], [-4.2860, -20.5727, 5.4061], [-5.8110, -21.5235, 3.7561], [-7.9780, -17.4344, -3.1985], [-8.5141, -16.8184, -4.0209], [-9.0753, -16.0635, -5.0627], [-9.3933, -14.6785, -4.9454], [-9.7778, -13.5898, -4.9332], [-9.0528, -16.6088, -6.3603], [-8.9513, -17.0484, -7.4529], [-8.8771, -14.2070, 1.1544], [-9.3527, -13.1186, 2.0554], [-10.7171, -12.7911, 1.5925], [-10.7741, -12.3544, 0.1932], [-10.3094, -13.5062, -0.5952], [-8.9315, -13.8790, -0.2719], [-8.0976, -12.7326, -0.5245], [-8.4207, -11.5348, 0.2999], [-8.4888, -11.9539, 1.7384], [-9.8139, -11.1894, -0.0282], [-9.6005, -15.0063, 1.2024], [-7.8291, -14.4379, 1.4231], [-11.0654, -11.9629, 2.2278], [-11.2913, -13.7275, 1.6662], [-10.3475, -13.3147, -1.6940], [-10.9431, -14.3686, -0.4235], [-8.1277, -12.4602, -1.5797], [-7.0612, -13.0641, -0.2804], [-8.8395, -11.1168, 2.3852], [-7.5013, -12.1759, 2.1215], [-9.9526, -10.9358, -1.0806], [-10.1976, -10.3558, 0.5614], [-4.1772, -15.7997, -2.1900], [-5.0219, -15.6472, -0.6051], [-4.8527, -14.2313, -0.2945], [-6.4383, -16.0348, -0.9277], [-4.3567, -16.6256, 0.2837], [-4.5313, -14.9145, -2.7504], [-4.5512, -16.6145, -2.7357], [-3.0902, -15.8005, -2.1041]], "atomic_forces_ev_per_a": [[-0.117, -0.953, 0.416], [-0.543, -0.052, 0.491], [0.248, 2.978, -0.445], [0.913, -0.962, 0.211], [2.121, -0.703, -2.924], [-0.993, 0.829, 0.135], [0.003, 0.356, 1.620], [-1.388, 0.432, -0.522], [-1.138, -0.259, 0.215], [0.594, 0.291, 0.921], [0.055, -0.229, -1.768], [-1.022, -0.173, -0.376], [-0.285, -0.986, 0.100], [-0.190, 0.714, 0.113], [0.509, 0.586, 2.102], [0.327, 0.250, -0.165], [-0.140, -0.716, -1.952], [0.695, 1.084, 0.697], [-0.771, -0.495, -0.531], [-1.438, 1.730, 0.783], [-0.511, -1.449, -0.791], [0.668, -0.735, 0.755], [-0.349, 0.076, 0.450], [1.175, -0.037, -0.432], [-0.164, -0.753, -1.061], [0.181, -0.489, 1.234], [0.089, 0.881, -0.646], [0.952, -1.016, 1.873], [-0.292, -0.643, 0.021], [1.014, 1.802, 0.565], [0.840, -0.092, 0.210], [0.730, -0.133, -0.025], [-0.404, 0.141, 0.110], [0.324, 0.373, 0.981], [0.743, -0.471, -0.228], [-0.574, -0.231, 0.064], [0.386, -0.499, -0.735], [-1.035, -0.642, -0.265], [0.233, -0.139, 0.915], [-0.422, 0.250, -0.104], [0.986, -0.558, 0.183], [0.314, 0.176, -0.100], [0.361, 1.244, -0.456], [0.130, -0.519, -0.094], [-1.314, -0.821, 0.534], [-0.500, 0.223, -0.269], [0.108, -0.750, -0.039], [-1.535, -0.285, -0.609], [0.229, 0.807, -0.964], [-0.227, -0.090, -0.073], [-0.316, 0.109, 0.053], [0.340, 0.191, 0.096], [0.102, 0.322, -0.003], [-0.354, -0.805, 0.099], [0.207, 0.273, 0.104], [0.532, -1.075, -2.647], [-0.459, 0.961, 2.488], [0.115, 0.132, -0.224], [0.423, 0.412, -1.624], [0.469, 0.326, 0.105], [0.598, 0.374, -0.053], [0.376, 0.035, -1.216], [-0.548, 0.772, 0.239], [1.920, -0.291, 0.432], [-1.448, -0.408, 0.810], [-0.070, 0.412, 0.760], [-1.097, -1.269, -0.136], [0.266, -0.838, 0.749], [-0.606, -0.333, -0.083], [-0.329, -0.384, -0.039], [-0.238, 0.540, 0.288], [-0.053, 0.218, 0.739], [-0.291, -0.140, 0.236], [-0.111, 0.071, -0.006], [-0.498, 0.477, -0.226], [0.030, -0.178, -0.727], [0.444, -0.217, -0.290], [0.424, 0.050, -0.053], [0.265, 0.040, 0.218], [-0.498, 1.758, 0.110], [1.126, -1.127, -0.515], [-0.518, -0.692, 0.477], [1.074, 0.935, 0.526], [-0.756, 1.752, -0.847], [0.420, -0.232, 0.240], [-0.298, -1.493, -0.436], [-0.220, -0.017, 0.231]], "mulliken_charge": [1.590, -0.633, 1.225, -1.547, 1.282, -0.768, 0.655, -0.489, -0.650, -0.523, -0.749, -0.302, -0.162, 0.131, -0.763, -0.490, -0.551, -0.512, -0.190, 0.284, -0.540, -0.365, -0.566, -0.258, 0.508, -0.521, -0.590, -0.432, -0.414, -0.515, 0.363, 0.364, 0.353, 0.426, 0.620, 0.522, 0.288, 0.405, 0.302, 0.384, -0.120, 0.412, 0.275, 0.379, 0.235, 0.531, 0.370, 0.222, 0.279, 0.425, -0.737, 0.316, 0.074, 0.231, -0.568, 0.105, -0.573, -0.878, -0.020, -0.691, -0.010, -0.670, 0.381, -0.611, -0.012, -0.821, -0.671, 0.530, 0.143, 0.358, 0.396, 0.274, 0.245, 0.260, 0.277, 0.364, 0.377, 0.381, 0.321, -1.087, 1.064, -0.698, -0.406, -0.759, 0.313, 0.308, 0.312]}